A gas-phase ion, C8H15N2 (charge +1), computed with ωB97M-V/def2-TZVPD.

Geometry as XYZ:
```
25
Properties=species:S:1:pos:R:3:forces:R:3:lowdin_charge:R:1
C 2.708466 2.323232 -0.335225 0.2587 -1.0683 -0.5668 0.14
H 1.323322 -0.929605 -1.768630 1.4752 1.0970 0.6528 0.21
H -2.522748 0.932907 1.640522 -0.9517 -0.8419 -2.2838 0.12
C -2.933479 0.584614 0.578319 0.5910 0.4075 1.5345 -0.10
H -0.549931 -1.828754 2.011150 -2.1440 -0.7774 1.5527 0.06
H 4.165540 1.767134 -1.584803 0.8340 0.6557 -0.1774 0.13
C -2.513182 -0.806404 0.048663 0.3336 0.0118 2.1309 -0.25
H 0.603314 -2.371130 0.787999 -0.0070 -0.3677 1.2540 0.12
C 3.044429 0.252297 -1.669166 1.0083 0.2711 -1.0311 -0.03
H 1.081941 -1.274793 2.073583 2.3852 0.6362 2.1829 0.06
H 1.761886 2.210404 0.089229 -1.3815 -0.3911 0.1058 0.05
C 0.302539 -1.582531 1.511505 -0.1058 -0.8641 -5.0876 0.02
C -1.136284 -0.782183 -0.591044 0.6705 -1.2805 1.2153 -0.16
C -0.014727 -0.474609 0.481140 -2.1039 1.3318 0.7658 -0.33
N 3.284807 1.482477 -1.223063 -0.0639 -0.3609 0.2640 -0.02
H -0.969077 -1.786233 -0.959776 0.3575 -0.4420 -0.2453 0.12
H -2.664226 -1.718828 0.743590 0.4881 1.7066 -0.6652 0.15
N 1.870867 -0.231939 -1.141152 -3.6331 -2.2215 -0.3827 0.06
H -0.433972 0.366538 1.125351 0.7281 -0.4218 -0.8913 0.17
H -1.075758 -0.142581 -1.452093 -0.0494 0.7270 -0.1923 0.11
H -2.635023 1.306493 -0.186753 0.3870 0.1682 0.2305 0.07
H -3.226203 -0.976264 -0.686730 -1.1038 -0.6199 -1.7479 0.08
C 1.237425 -0.082484 -0.046163 0.9200 1.3303 0.1863 0.08
H -4.019258 0.679545 0.528389 0.0183 -0.1591 0.6824 0.07
H 3.309332 3.082697 0.025155 1.0883 1.4730 0.5135 0.08
```
Forces are in eV/Å.

Output
Relative energy (zero: lowest compared OMol25 entry of this formula, charge and spin)   688.07 kJ/mol
LUMO energy (alpha / beta)   -5.4 / -5.8 eV
Frontier orbital gap (alpha / beta)   8.05 / 6.84 eV
Maximum force   5.162 eV/A
Total charge   +1
HOMO (alpha / beta)   -0.4952 / -0.4651 Ha